The following is a DFT calculation (ωB97M-V with the def2-TZVPD basis set) of C38H42FeN2OP as an isolated structure.

```
85
Properties=species:S:1:pos:R:3:forces:R:3
Fe 2.05347 -0.07232 3.63139 0.50 -0.76 0.39
P 0.09179 0.41379 -1.04820 0.35 0.73 -0.98
O -6.21328 -1.52220 3.23102 0.33 0.57 0.31
N -0.49019 -0.69371 -2.26137 -0.96 0.05 -0.53
N 1.75620 0.00957 -1.45387 0.25 0.58 -0.03
C 3.75077 0.96340 4.02845 0.45 1.09 -0.97
C 4.06404 -0.41795 3.68443 1.31 0.27 -0.05
C 4.14289 0.42470 -0.87861 -0.24 0.08 0.46
C -4.34498 -1.92018 1.77663 -1.13 0.40 1.41
C -4.92941 -1.18536 2.85017 0.99 0.61 -1.02
C -1.78394 -0.69620 -2.95393 -0.18 -0.14 -0.30
C -2.91702 0.24636 2.83748 0.04 -0.70 0.39
C 1.68721 2.56143 -2.80814 -0.40 0.79 -0.27
C 0.56452 -1.40165 -2.81515 0.80 -0.22 -0.14
C -4.19401 -0.08305 3.35897 -0.50 -0.22 -0.44
C -3.24033 0.00536 -4.76342 0.72 -0.09 0.08
C -5.36932 -1.13784 -5.36522 -0.32 0.28 -0.03
C 0.87188 0.68246 5.00952 -1.38 -0.20 0.02
C -2.00706 0.07171 -4.09951 0.23 0.55 0.01
C -0.74414 -0.72438 1.84417 2.28 -0.50 -1.86
C 3.47415 -0.74574 2.41686 -0.07 0.12 -1.30
C 6.45346 3.41829 -1.24114 0.07 0.29 0.33
C 1.06728 -0.74032 5.22437 -0.98 -0.15 0.91
C -4.06910 -1.57647 -3.20822 0.33 -0.31 -0.13
C -4.23750 -0.88723 -4.41376 0.35 0.01 0.56
C 2.91713 0.88602 -1.39429 0.47 0.15 -0.55
C 5.20714 1.33114 -0.70769 -0.21 -0.53 -0.48
C 2.79898 0.45647 1.92087 1.47 -1.00 -1.57
C 3.00342 1.52677 2.91950 1.36 0.88 0.96
C 2.88117 2.17086 -1.98587 -0.13 -0.35 0.57
C 0.30520 0.86260 3.67814 -1.22 0.89 1.54
C 0.09745 -0.43025 3.08709 -0.87 -1.33 -0.48
C -2.82962 -1.54020 -2.53701 0.16 0.30 -0.01
C 3.98461 3.02143 -1.86040 0.31 0.26 -0.32
C -6.89227 -0.61428 4.10846 -0.04 -0.39 -0.37
C 1.77998 -1.04437 -2.35304 -0.60 -0.59 -0.86
C 0.67070 -1.43193 3.99202 -1.78 -0.18 -0.08
C 4.34752 -1.02551 -0.51753 0.32 -0.34 0.15
C -2.21821 -0.70796 2.04655 -1.28 0.25 0.09
C -3.01994 -1.71905 1.47283 0.60 -0.58 0.74
C 5.18628 2.60286 -1.25927 -0.73 -0.06 -0.04
C -0.93223 0.97345 -4.65623 -0.10 0.73 -0.18
C -2.56932 -2.35617 -1.32801 0.01 -0.13 0.08
H 1.49071 1.83381 -3.61893 0.15 0.21 0.53
H 5.03442 -1.09171 0.34443 -0.35 -0.03 -0.43
H 1.03402 1.46996 5.73159 0.12 -0.03 0.00
H 3.60655 -1.69965 1.87121 -0.21 0.81 0.65
H -6.51456 -0.66712 5.14318 -0.07 -0.10 -0.32
H -3.45623 -2.95464 -1.09750 0.19 0.02 0.18
H -6.03805 -1.89212 -4.95819 -0.16 -0.02 -0.08
H 1.89032 3.53068 -3.29628 -0.12 -0.30 0.16
H 3.40582 -1.53797 -0.25501 0.45 0.31 -0.12
H 4.81975 -1.58536 -1.36005 -0.33 0.42 0.38
H -2.58887 -2.47654 0.80700 -0.01 0.50 1.22
H 2.32720 0.54393 0.93981 0.32 0.15 0.55
H -4.90774 -2.17216 -2.80002 0.74 0.11 -0.31
H 1.41449 -1.16520 6.18370 -0.36 0.07 -0.76
H 7.31692 2.74217 -1.23612 -0.14 0.20 0.03
H -6.80842 0.43067 3.76522 -0.09 -0.37 -0.02
H 2.65993 2.57147 2.86291 0.29 -0.66 -0.19
H 0.39124 -2.12457 -3.60022 -0.10 -0.09 0.18
H 6.10182 1.01643 -0.16206 -0.25 -0.16 -0.33
H 6.51719 4.04975 -0.34280 -0.01 -0.15 -0.15
H -4.92273 -2.69595 1.26793 0.14 0.16 0.29
H -0.40035 -1.80554 1.48851 -0.87 2.05 0.51
H 4.14477 1.51801 4.89225 -0.30 -0.35 -0.48
H -7.93865 -0.95425 4.06048 0.37 0.31 0.23
H 4.69856 -1.08480 4.24684 0.21 0.07 0.04
H -5.00086 -1.48575 -6.34308 0.00 0.00 0.39
H 6.55920 4.08300 -2.10379 -0.19 -0.13 0.03
H -0.01556 0.43283 -4.94240 -0.30 0.11 0.29
H -3.40635 0.66719 -5.60164 0.14 -0.08 -0.31
H -0.42482 0.00255 0.73560 -0.71 -1.94 3.29
H -2.36660 -1.67567 -0.49045 0.01 -0.28 -1.00
H -1.68937 -3.02338 -1.41470 -0.40 0.32 -0.12
H -1.32444 1.45115 -5.56714 0.20 -0.12 0.20
H 0.75181 2.66808 -2.21062 0.69 -0.10 -0.42
H 2.70152 -1.49683 -2.68917 0.05 0.17 0.13
H 3.92011 4.04228 -2.28609 0.06 -0.73 0.12
H -2.44397 1.20202 3.13885 -0.13 -0.98 0.07
H 0.57404 -2.51787 3.82657 0.12 0.65 0.21
H -0.01622 1.80075 3.23099 -0.02 -0.12 0.19
H -4.65435 0.51774 4.16302 0.46 -0.14 -0.66
H -0.65886 1.80059 -3.96496 -0.14 -0.69 -0.28
H -5.93880 -0.22230 -5.56794 0.00 -0.14 0.10
```
Positions in Å, forces in eV/Å.

Values from the calculation:
* total energy: -3262.63687 Ha
* ΔE to the lowest compared entry with this formula, charge and spin: 400.7 kJ/mol
* 2S+1: 5
* orbital gap (alpha / beta): 2.492 / 3.021 eV
* total charge: -1